The following is a DFT calculation (the ωB97M-V functional and the def2-TZVPD basis) of 2 unconnected molecules or ions with the total composition C2NO5 at a distorted geometry.

## Properties
HOMO-LUMO gap (spin up / spin down): 8.1 / 8.1 eV
total energy: -507.1631 Ha
LUMO level (spin up / spin down): 0.14205 / 0.14206 hartree
total charge: -1

Last column: natural (NBO) charge in e.
Positions of all 8 atoms, in Å:
C  -0.181  -0.877  0.525  0.76
C  -0.415  1.413  -0.162  1.02
N  1.126  -1.344  -0.225  0.04
O  -1.480  1.725  0.150  -0.54
O  -0.315  -0.092  1.478  -0.70
O  0.638  1.684  -0.561  -0.55
O  -1.016  -1.663  0.058  -0.69
O  1.642  -0.845  -1.263  -0.34